{"formula": "C37H21Br2Cl8HfN6O5Si", "method": "wB97M-V/def2-TZVPD", "total_energy_ev": -307345.39058, "orbital_gap_ev": 6.76, "homo_ev": -4.946, "total_charge": -1, "lumo_energy_ev": 1.81, "species": ["Hf", "Br", "Br", "Cl", "Cl", "Cl", "Cl", "Cl", "Cl", "Cl", "Cl", "Si", "O", "O", "O", "O", "O", "N", "N", "N", "N", "N", "N", "C", "C", "C", "C", "C", "C", "C", "C", "C", "C", "C", "C", "C", "C", "C", "C", "C", "C", "C", "C", "C", "C", "C", "C", "C", "C", "C", "C", "C", "C", "C", "C", "C", "C", "C", "C", "C", "H", "H", "H", "H", "H", "H", "H", "H", "H", "H", "H", "H", "H", "H", "H", "H", "H", "H", "H", "H", "H"], "coordinates": [[1.00060, -0.65428, -0.43764], [3.16848, -7.37420, 1.35242], [5.05311, -2.15326, 2.33434], [4.78758, 3.93354, -4.04431], [0.75715, 0.37930, 3.77226], [4.23947, 0.94813, 0.38860], [0.11935, 1.47301, -3.11484], [5.87365, 2.91107, -1.30960], [-2.14596, -0.66304, 2.58417], [1.88384, 3.19969, -4.90954], [0.23727, -2.80940, 3.20637], [-0.04663, -0.90085, 2.26801], [2.68356, -1.77675, -1.71072], [-2.70647, 2.83758, 6.20349], [-1.05869, -0.51730, -0.58941], [2.45878, -1.39356, 0.82188], [0.40965, -1.31215, -2.42549], [-3.97868, 4.85367, 1.15363], [2.35002, -2.42800, -2.72919], [1.15131, -2.17963, -3.08479], [-3.81569, 4.29961, 0.05845], [0.28062, 1.53672, 0.40426], [0.62854, -2.98774, -0.23468], [1.79947, -4.97932, 0.48775], [-3.59425, 4.25115, 2.41233], [0.75121, -4.32933, -6.07548], [-3.88914, 2.93911, 2.79170], [-0.91064, 4.00205, 0.86352], [-1.94650, 3.63499, 7.09098], [1.79124, 1.68312, -2.64781], [0.95706, 2.51145, 0.96109], [2.93747, -5.49719, 1.15441], [-3.05258, 3.08027, -0.08514], [-3.03952, 5.10975, 3.33996], [-1.04051, 1.73296, 0.09912], [4.31252, 2.39972, -1.85482], [-0.31237, -5.12014, -0.66042], [1.68915, -3.58282, 0.38419], [-3.59800, 2.50611, 4.06790], [-1.70943, 0.61988, -0.49629], [-1.69320, 2.95634, 0.32206], [-0.61575, -4.21340, -6.29935], [0.56659, -2.87398, -4.19260], [3.82366, 2.89189, -3.05886], [3.73532, -3.26206, 1.56627], [3.87395, -4.65929, 1.67783], [0.39201, 3.77406, 1.19789], [3.54029, 1.50451, -1.10942], [0.75203, -5.74287, -0.07278], [2.53828, 2.54695, -3.44796], [-2.69960, 4.67158, 4.61552], [-1.38229, -3.41759, -5.46122], [-3.63644, 2.05088, -0.76779], [-0.33863, -3.71862, -0.72386], [1.35361, -3.66016, -5.02404], [-2.99113, 0.81393, -0.95180], [2.66217, -2.68520, 0.92940], [-0.79578, -2.74097, -4.39880], [-2.97985, 3.36211, 4.97960], [2.26702, 1.06193, -1.48689], [1.00804, 4.55568, 1.62233], [-2.49601, 4.52962, 7.39495], [-1.13137, -5.68789, -1.07921], [0.80114, -6.82264, -0.02254], [-1.75210, 3.01971, 7.96390], [4.73497, -5.06163, 2.19296], [-1.15523, -3.17691, -1.18846], [2.41590, -3.74063, -4.84207], [-2.44737, -3.31896, -5.62861], [-1.36739, -2.10661, -3.73568], [-0.99598, 3.92982, 6.64056], [-2.84035, 6.13548, 3.04913], [-1.34486, 4.98207, 1.00255], [1.99370, 2.31072, 1.20478], [-2.24267, 5.36076, 5.30978], [-4.35336, 2.25633, 2.09147], [-1.07689, -4.73446, -7.12903], [-4.64899, 2.18880, -1.13072], [-3.49473, -0.00648, -1.44735], [1.35656, -4.94786, -6.72593], [-3.81136, 1.49111, 4.37333]], "lowdin_charge": [1.533, 0.740, 0.774, 0.652, 0.105, 0.688, 0.738, 0.649, 0.149, 0.651, 0.157, -0.442, -0.162, -0.077, -0.292, -0.354, -0.284, 0.058, 0.032, -0.189, 0.068, 0.003, 0.021, -0.187, -0.287, -0.086, -0.014, 0.011, -0.088, -0.659, -0.136, -0.622, -0.244, -0.045, -0.182, -0.705, -0.027, -0.196, 0.003, -0.426, -0.090, -0.099, -0.163, -0.715, -0.593, -0.165, -0.020, -0.679, -0.018, -0.712, -0.019, -0.078, -0.030, -0.098, -0.019, -0.004, -0.447, -0.009, -0.279, -0.259, 0.109, 0.089, 0.107, 0.080, 0.090, 0.093, 0.119, 0.108, 0.103, 0.115, 0.096, 0.112, 0.108, 0.087, 0.098, 0.116, 0.098, 0.113, 0.115, 0.101, 0.111]}